{"formula": "C23H30N2O5S", "method": "wB97M-V/def2-TZVPD", "elements": ["C", "H", "H", "H", "C", "N", "S", "O", "O", "C", "C", "C", "C", "C", "C", "C", "H", "H", "H", "H", "H", "N", "C", "O", "C", "C", "C", "H", "H", "O", "C", "C", "C", "C", "C", "C", "H", "H", "C", "O", "C", "H", "H", "H", "H", "H", "H", "H", "H", "H", "H", "H", "C", "C", "H", "H", "H", "H", "H", "H", "H"], "xyz": [[-1.88803, -1.78069, -1.25040], [-1.04130, -2.45891, -1.19203], [-1.54979, -0.81198, -1.61149], [-2.60670, -2.18365, -1.95996], [-2.52726, -1.64680, 0.12788], [-3.70929, -0.80808, 0.08102], [-3.58430, 0.60606, 0.95229], [-4.85560, 1.27028, 0.90411], [-2.99961, 0.38832, 2.25053], [-2.38279, 1.51452, -0.02463], [-1.21479, 1.87987, 0.60885], [-0.23713, 2.59760, -0.07556], [-0.45619, 2.92056, -1.41190], [-1.63709, 2.54677, -2.02693], [-2.63085, 1.84431, -1.35164], [-3.90766, 1.45587, -2.01821], [-3.91343, 0.38528, -2.21739], [-4.03150, 1.99119, -2.95633], [-4.74464, 1.67015, -1.35826], [-1.79366, 2.81491, -3.06128], [0.29239, 3.47109, -1.95707], [0.91608, 2.96284, 0.62752], [2.00928, 3.64467, 0.18329], [2.16467, 4.02912, -0.95402], [3.06335, 3.82935, 1.26588], [3.82477, 2.52105, 1.49868], [4.62156, 2.11158, 0.25392], [4.01760, 2.23112, -0.65181], [5.51071, 2.73913, 0.15443], [5.12070, 0.79313, 0.35662], [4.28483, -0.25677, 0.18238], [2.94416, -0.18155, -0.19580], [2.20845, -1.33883, -0.34302], [2.76932, -2.59793, -0.12430], [4.11478, -2.66485, 0.24880], [4.85509, -1.51664, 0.40022], [5.89389, -1.55762, 0.68788], [4.59064, -3.61613, 0.42587], [1.91356, -3.78837, -0.30504], [0.74238, -3.68969, -0.61159], [2.55360, -5.13939, -0.09745], [3.38553, -5.27027, -0.78568], [1.81366, -5.91545, -0.27594], [2.92505, -5.22547, 0.92120], [1.17017, -1.28294, -0.63466], [2.46688, 0.76579, -0.39108], [4.51193, 2.63794, 2.33858], [3.12726, 1.71873, 1.75331], [2.59356, 4.15585, 2.19489], [3.75682, 4.60162, 0.93157], [0.90160, 2.69685, 1.60294], [-1.09261, 1.60164, 1.64505], [-5.01003, -1.44449, 0.07648], [-5.40638, -2.02353, 1.43190], [-6.40603, -2.44740, 1.37903], [-4.71318, -2.80171, 1.74364], [-5.39365, -1.23030, 2.17535], [-5.72478, -0.66976, -0.20711], [-5.00224, -2.22112, -0.69367], [-1.82384, -1.18868, 0.82711], [-2.77994, -2.63820, 0.51306]], "atomic_forces_ev_per_a": [[-0.06, -0.12, 0.28], [0.07, -0.02, -0.08], [0.03, 0.11, -0.06], [-0.09, -0.04, -0.14], [0.65, -0.15, -0.33], [0.08, 1.09, 0.59], [0.24, -0.18, -0.20], [-0.12, -0.09, -0.17], [0.13, -0.04, -0.17], [-0.19, -0.24, 0.33], [0.20, 0.06, 0.07], [-0.39, -0.13, -0.32], [0.19, 0.09, 0.00], [-0.20, -0.18, 0.25], [-0.04, 0.06, -0.22], [-0.11, 0.05, -0.20], [-0.05, -0.07, -0.07], [-0.02, 0.03, -0.05], [-0.12, 0.01, -0.15], [-0.05, 0.02, -0.10], [0.01, 0.00, 0.00], [-0.14, -0.15, 0.41], [0.28, 0.13, 0.52], [0.01, 0.08, -0.33], [0.09, -0.11, -0.11], [0.18, -0.09, -0.17], [-0.29, 0.32, 0.10], [0.11, -0.02, 0.03], [-0.15, -0.03, -0.05], [0.12, -0.30, 0.05], [0.00, -0.39, 0.03], [0.15, 0.32, -0.01], [0.07, -0.33, 0.05], [-0.01, 0.56, -0.03], [-0.25, 0.04, -0.07], [0.10, 0.31, 0.02], [0.12, -0.01, 0.04], [0.05, -0.11, 0.01], [0.00, -0.32, 0.01], [0.09, -0.06, 0.04], [-0.30, -0.08, -0.08], [0.13, -0.03, -0.01], [-0.01, 0.02, 0.00], [0.11, -0.03, 0.08], [-0.09, 0.00, -0.04], [-0.03, 0.13, 0.00], [-0.04, -0.05, 0.01], [0.04, 0.01, 0.04], [0.02, 0.05, 0.01], [-0.13, 0.05, -0.01], [0.13, 0.11, -0.15], [0.10, -0.02, 0.15], [-0.57, 0.05, 0.19], [0.08, 0.06, -0.24], [-0.09, -0.06, 0.04], [0.03, -0.08, 0.07], [-0.08, -0.01, 0.13], [-0.09, -0.22, -0.12], [0.05, 0.13, -0.03], [0.08, -0.27, 0.00], [-0.03, 0.11, 0.13]], "mulliken_charge": [-0.769, 0.307, 0.085, 0.290, -0.777, 0.453, 1.224, -0.750, -0.753, -0.008, -0.401, 0.510, -0.677, -1.138, 0.680, -1.592, 0.182, 0.491, 0.307, 0.397, 0.551, 0.046, 0.607, -0.628, -1.076, -0.309, -0.725, 0.420, 0.315, -0.426, 0.619, -0.094, -0.979, 0.151, -0.461, -1.012, 0.434, 0.358, 0.859, -0.575, -1.441, 0.378, 0.343, 0.379, 0.721, 0.421, 0.319, 0.396, 0.385, 0.356, 0.234, 0.549, -0.693, -1.076, 0.415, 0.277, 0.308, 0.374, 0.391, 0.451, 0.378], "smiles": "CCN(CC)S(=O)(=O)c1cc(NC(=O)CCCOc2ccc(C(C)=O)cc2)ccc1C", "mol_weight_g_mol": 446.57, "gap_ha": 0.3340, "e_above_lowest_kcal_mol": 21.95, "e_lumo_ev": 0.3482}